Entry 1:
Here is a 2-piece molecular cluster, C5H12O2 overall at a distorted geometry from the OMol25 dataset. Energies are from ωB97M-V with the def2-TZVPD basis set.

Geometry as XYZ:
```
19
Properties=species:S:1:pos:R:3:forces:R:3:lowdin_charge:R:1
C -1.65085 0.71694 -0.60868 -2.8 0.7 0.5 -0.06
C -1.16925 0.60990 0.61962 -0.1 -1.6 1.4 -0.22
C -0.66802 -0.74001 1.19352 1.4 0.5 -0.3 -0.21
C 0.22868 -1.48477 0.17375 0.6 -0.6 0.3 -0.19
C 1.50733 -0.69761 -0.30156 -3.6 1.0 0.6 -0.24
O 2.02253 0.12826 0.71201 1.0 1.8 -2.7 -0.04
H -2.37491 1.65930 -0.64915 1.8 -2.1 -1.1 0.11
H -1.65020 -0.15938 -1.35524 -0.1 1.9 1.1 0.10
H -1.31620 1.40383 1.36299 0.1 -0.2 -0.5 0.10
H -1.57654 -1.36621 1.41536 1.1 0.5 0.3 0.12
H 0.05477 -0.62256 2.07802 -1.8 0.1 -0.6 0.11
H 0.60348 -2.42433 0.66957 -0.7 0.6 -0.6 0.12
H -0.38927 -1.70332 -0.70757 0.4 -0.4 0.1 0.09
H 1.11990 -0.04698 -1.11875 0.9 -0.6 0.5 0.09
H 2.21226 -1.37072 -0.66461 1.4 -1.1 -0.7 0.09
H 1.91014 -0.20647 1.55336 -0.4 -1.4 2.5 0.03
O 0.12227 1.86292 -1.70540 1.6 2.3 0.1 -0.11
H 0.81787 1.59156 -1.07335 -0.6 0.0 -0.3 0.02
H 0.19600 2.84963 -1.59389 -0.4 -1.3 -0.5 0.08
```
Positions in Å, forces in eV/Å.

## Properties
**Relative energy (zero: lowest compared OMol25 entry of this formula, charge and spin)**: 3.113 eV
**LUMO level**: 0.85 eV
**HOMO energy**: -0.3229 Ha


Entry 2:
Here is an isolated molecule of C5H12O2 from the OMol25 dataset. Energies are from ωB97M-V with the def2-TZVPD basis set.

Geometry as XYZ:
```
19
Properties=species:S:1:pos:R:3:forces:R:3:lowdin_charge:R:1
C 2.54733 0.32489 -1.05926 0.2 0.0 -0.2 -0.09
O 1.22468 0.44927 -0.61525 0.4 0.4 -0.2 -0.24
C 0.62263 -0.55183 0.16537 -0.8 -0.3 0.2 -0.19
C -0.86276 -0.17526 0.02213 -0.2 -0.1 0.5 -0.34
C -1.85004 -1.33824 0.18800 0.2 0.1 -0.1 -0.07
C -1.25471 1.04351 0.88872 0.0 -0.4 -0.2 -0.23
O -0.43281 2.18202 0.67663 0.0 -0.1 0.0 -0.07
H 2.66869 -0.55000 -1.71490 0.0 0.0 0.2 0.09
H 2.73183 1.22423 -1.65539 0.1 -0.2 0.1 0.09
H 3.26201 0.28401 -0.22997 0.0 -0.1 -0.1 0.09
H 0.77390 -1.56796 -0.23795 0.2 0.3 -0.1 0.13
H 0.97717 -0.54824 1.21448 0.0 0.1 -0.3 0.14
H -0.90370 0.14311 -1.02096 -0.3 0.0 -0.1 0.14
H -2.83456 -1.01696 -0.17091 0.1 -0.1 0.2 0.08
H -1.94797 -1.69255 1.22123 0.0 0.1 -0.1 0.08
H -1.53810 -2.18892 -0.43497 -0.1 0.2 0.2 0.08
H -2.28803 1.31470 0.62507 0.2 0.0 0.2 0.12
H -1.24369 0.76836 1.96052 0.0 0.0 -0.3 0.12
H 0.34813 1.89587 0.17740 -0.2 0.0 0.1 0.06
```
Positions in Å, forces in eV/Å.

## Properties
**Relative energy (zero: lowest compared OMol25 entry of this formula, charge and spin)**: 1.421 eV
**LUMO level**: 0.93 eV
**HOMO energy**: -0.3602 Ha


Entry 3:
Here is a 3-piece molecular cluster, C5H12O2 overall at a distorted geometry from the OMol25 dataset. Energies are from ωB97M-V with the def2-TZVPD basis set.

Geometry as XYZ:
```
19
Properties=species:S:1:pos:R:3:forces:R:3:lowdin_charge:R:1
C 1.65354 -1.44480 -0.51255 -0.2 -1.3 -0.9 -0.01
C 1.52960 -0.13071 -0.41914 -1.0 0.9 -0.5 -0.19
C 0.42073 0.52171 -1.16002 -1.0 -0.6 -0.1 -0.15
C -0.83576 -0.00019 -1.30748 1.9 1.2 0.2 -0.18
C -1.60839 0.47205 -2.50805 -1.8 -1.4 0.7 -0.13
H 2.48044 -2.06412 -0.17139 -0.1 0.4 0.4 0.05
H 0.92070 -2.01166 -1.14769 0.7 0.7 0.8 0.08
H 2.20069 0.57544 0.04608 0.5 -0.4 0.3 0.09
H 0.68524 1.43198 -1.75497 -0.2 -0.9 0.4 0.11
H -1.23265 -0.75041 -0.58496 0.4 0.4 -1.0 0.10
H -2.58656 0.91520 -2.20215 0.6 -0.1 -0.4 0.07
H -1.87112 -0.45345 -3.09914 0.2 1.0 0.3 0.09
H -1.02170 1.14418 -3.11844 0.0 0.1 -0.1 0.06
O -0.74545 -1.74481 2.22297 -0.2 0.8 0.3 -0.09
H -1.54337 -1.44615 1.74368 0.7 0.0 0.5 0.03
H -0.40098 -0.97208 2.73103 -0.5 -0.8 -0.8 0.04
O 0.84468 1.97708 3.48692 0.8 -0.1 -1.7 -0.04
H -0.09469 2.10645 3.40055 -0.3 0.0 0.8 0.03
H 1.20505 1.87426 4.35476 -0.6 0.0 0.9 0.02
```
Positions in Å, forces in eV/Å.

## Properties
**Relative energy (zero: lowest compared OMol25 entry of this formula, charge and spin)**: 2.536 eV
**LUMO level**: 0.59 eV
**HOMO energy**: -0.3113 Ha